# 1
The following is a DFT calculation (ωB97M-V with the def2-TZVPD basis set) of a molecular structure, C6H18BeN2O12 at a distorted geometry.

Positions of all 39 atoms, in Å:
Be  0.1209  0.6104  -0.4185
N  -6.7694  0.5946  -1.2239
O  -7.4518  1.5421  -0.8676
O  -7.3221  -0.4218  -1.5506
O  -5.4836  0.6070  -1.3937
N  0.7688  4.1246  -5.5127
O  0.3997  5.1832  -6.0517
O  1.5901  3.4113  -6.1164
O  0.3764  3.8235  -4.3559
C  -1.5306  3.1641  4.5651
C  -1.5453  1.8226  5.2439
O  -1.1873  0.7436  4.4395
O  -1.6360  3.0501  3.2327
H  -0.5161  3.5587  4.6211
H  -2.2363  3.8239  5.0699
H  -2.5601  1.6901  5.6189
H  -1.1527  1.8408  6.2606
H  -1.3665  -0.1347  4.7831
H  -2.3691  3.5643  2.8866
C  5.6005  0.3298  0.7697
C  5.2694  -0.9304  1.4987
O  4.0863  -1.4790  0.9571
O  4.5562  1.2695  0.9847
H  5.5911  0.0941  -0.2945
H  6.5118  0.7391  1.2056
H  5.2174  -0.7239  2.5676
H  6.1922  -1.4978  1.3774
H  3.9883  -2.3611  1.3231
H  4.9055  2.1623  1.0355
C  -1.1276  -3.7522  -3.9030
C  -1.5597  -4.4931  -2.5897
O  -1.6665  -3.6959  -1.4142
O  0.0312  -2.9423  -3.7171
H  -1.8326  -2.9666  -4.1748
H  -0.8982  -4.5094  -4.6528
H  -0.9053  -5.3416  -2.3901
H  -2.5428  -4.9028  -2.8216
H  -2.3108  -4.1726  -0.8858
H  0.7648  -3.4243  -4.1058

## Properties
* net charge: 0
* HOMO energy: -8.586 eV


# 2
The following is a DFT calculation (ωB97M-V with the def2-TZVPD basis set) of C17H15ClN4OS in the gas phase at a distorted geometry.

Positions of all 39 atoms, in Å:
C  -1.8551  -0.0235  2.8072
C  -2.5345  0.6252  1.6625
N  -3.8200  0.7304  1.5793
N  -4.0811  1.4129  0.4440
C  -2.9479  1.7700  -0.2080
S  -2.8101  2.5845  -1.6155
N  -1.9266  1.2558  0.5865
N  -0.6584  1.4603  0.2146
C  0.3340  0.7862  0.6376
C  1.6498  1.0695  0.1018
C  1.9278  2.2826  -0.5308
C  3.1785  2.5318  -1.0565
C  4.1743  1.5702  -0.9641
C  3.9111  0.3544  -0.3587
C  2.6580  0.0961  0.1795
O  2.4123  -1.1230  0.7806
C  2.0362  -2.1607  -0.1247
C  0.6032  -1.9988  -0.5633
C  -0.4232  -2.5524  0.1945
C  -1.7475  -2.3247  -0.1309
C  -2.0488  -1.5251  -1.2234
Cl  -3.7024  -1.2230  -1.6208
C  -1.0420  -0.9655  -1.9935
C  0.2790  -1.2084  -1.6602
H  -1.4254  -0.9808  2.5136
H  -1.0651  0.6149  3.2000
H  -2.5985  -0.1976  3.5808
H  -5.0242  1.6034  0.1507
H  0.2724  -0.0345  1.3492
H  1.1356  3.0109  -0.5985
H  3.3824  3.4746  -1.5406
H  5.1557  1.7637  -1.3707
H  4.6746  -0.4068  -0.2916
H  2.1669  -3.0864  0.4409
H  2.7092  -2.1651  -0.9915
H  -0.1811  -3.1658  1.0508
H  -2.5439  -2.7545  0.4568
H  -1.2893  -0.3330  -2.8310
H  1.0639  -0.7673  -2.2569

## Properties
* net charge: 0
* structure (SMILES): Cc1n[nH]c(=S)n1/N=C/c1ccccc1OCc1ccc(Cl)cc1
* HOMO energy: -7.734 eV


# 3
The following is a DFT calculation (ωB97M-V with the def2-TZVPD basis set) of a molecular structure, C26H21Cl2IrN2O3S3Te at a distorted geometry.

Positions of all 59 atoms, in Å:
Ir  11.4622  13.8298  9.6416
Cl  17.7812  16.6172  12.3864
C  16.2650  16.3953  11.5164
C  16.1972  16.6306  10.1386
C  14.9556  16.7185  9.5179
Cl  14.6974  17.5930  8.1218
C  13.7771  15.9666  10.0933
O  12.8550  15.4889  9.3481
C  14.0134  15.4981  11.4613
C  13.0834  14.6355  12.1060
O  12.2359  13.7801  11.6612
C  15.0820  16.0611  12.2141
H  17.0540  16.9639  9.6173
H  13.2520  14.5508  13.2480
H  15.0906  16.1309  13.2942
Te  9.7465  21.5900  9.5627
C  10.6751  23.4665  9.5402
C  11.6237  23.8437  8.5692
C  12.2712  25.0731  8.7641
C  12.0576  25.8002  9.9865
C  11.0569  25.4595  10.9217
C  10.4199  24.2756  10.6422
C  10.2494  21.1840  7.5093
C  9.5099  21.6915  6.3840
C  9.9507  21.4509  5.1283
C  11.1911  20.8104  4.9109
C  11.8768  20.3371  5.9840
C  11.3691  20.4017  7.3095
H  11.8344  23.1836  7.7342
H  13.0348  25.4336  8.0903
H  12.5156  26.8342  10.0205
H  10.7532  26.1379  11.7284
H  9.6484  23.9173  11.3159
H  8.6343  22.2600  6.6492
H  9.4966  21.9413  4.1991
H  11.6020  20.7714  3.9224
H  12.8391  19.8614  5.7676
H  11.9380  19.9886  8.1737
C  8.0137  17.0970  6.7581
O  9.0958  16.0838  6.7414
C  9.4567  15.2587  7.7070
S  10.7491  14.1249  7.4824
S  9.1760  15.3852  9.4134
H  7.6690  17.2749  7.7437
H  7.0688  16.8452  6.2088
H  8.5222  17.9622  6.3447
C  10.9326  8.1041  11.3390
C  10.7825  9.4746  10.8169
C  9.5580  10.1671  10.8446
C  9.5381  11.5025  10.4007
N  10.7889  11.9729  10.0472
C  11.8598  11.1826  9.8637
S  13.1273  12.1692  9.1791
N  11.9185  9.9090  10.1979
H  11.1837  7.3702  10.5537
H  10.0522  7.7568  11.9179
H  11.8306  8.1038  11.9602
H  8.6199  9.5847  10.9444
H  8.7837  12.2137  10.3191

## Properties
* net charge: 0
* 2S+1: 5
* HOMO energy (alpha / beta): -5.202 / -7.872 eV


# 4
The following is a DFT calculation (ωB97M-V with the def2-TZVPD basis set) of 6 unconnected molecules or ions with the total composition C20H28Cl3F12NO9 at a distorted geometry.

Positions of all 73 atoms, in Å:
C  -18.3220  1.1279  -18.1661
C  -19.2062  -0.0630  -18.4931
O  -18.5017  -0.6945  -19.5289
C  -18.9693  -1.8123  -20.0583
O  -19.9671  -2.4056  -19.6188
C  -18.0790  -2.3061  -21.2566
F  -17.0704  -1.4961  -21.4939
F  -17.6611  -3.5588  -21.0394
F  -18.8605  -2.2454  -22.3487
H  -17.3690  0.7515  -17.7944
H  -18.8634  1.6282  -17.3632
H  -18.1465  1.8159  -18.9931
H  -20.2118  0.2412  -18.7834
H  -19.2798  -0.5649  -17.5284
C  -18.6580  8.0712  -11.6965
C  -17.8260  6.7873  -11.8219
O  -16.4869  6.9332  -12.3568
C  -15.3993  7.3219  -11.6846
O  -15.4346  7.6756  -10.4808
C  -14.0561  7.1740  -12.4444
F  -14.0691  6.1437  -13.2263
F  -13.8839  8.2911  -13.1190
F  -12.9981  7.0248  -11.5877
H  -19.7132  7.9416  -11.4560
H  -18.7730  8.5437  -12.6720
H  -18.2694  8.7841  -10.9693
H  -18.3647  6.1606  -12.5327
H  -17.8053  6.2920  -10.8512
C  -36.9568  6.9617  -10.7218
C  -35.9319  7.0319  -11.8579
O  -34.8977  6.0671  -11.7258
C  -33.7241  6.3739  -12.4761
O  -33.4441  7.4076  -13.0690
C  -32.6930  5.2024  -12.5549
F  -32.9758  4.3039  -11.6074
F  -32.7118  4.6438  -13.7470
F  -31.4431  5.6209  -12.2503
H  -37.5295  6.0361  -10.7787
H  -37.7270  7.7314  -10.7716
H  -36.4804  7.1897  -9.7683
H  -35.5664  8.0573  -11.8023
H  -36.4577  6.8734  -12.7995
C  -23.7043  0.5470  -21.5635
C  -25.0115  0.1088  -20.8886
O  -24.7200  -0.8855  -19.9723
C  -25.5503  -1.0605  -18.8705
O  -26.4486  -0.2571  -18.5766
C  -25.1318  -2.1997  -17.8878
F  -26.0055  -2.3000  -16.8181
F  -25.1064  -3.3836  -18.5073
F  -23.9456  -1.9692  -17.2904
H  -22.9098  0.7748  -20.8528
H  -23.8801  1.4267  -22.1826
H  -23.3687  -0.2183  -22.2633
H  -25.7802  -0.2898  -21.5508
H  -25.4481  1.0072  -20.4524
Cl  -26.7588  5.5190  -16.4286
C  -25.3538  4.9663  -15.4588
Cl  -25.1786  6.0493  -14.0035
Cl  -23.8773  5.0832  -16.5115
H  -25.5537  3.9316  -15.1803
C  -25.9218  2.3801  -9.4652
N  -25.1816  1.7028  -10.4901
C  -25.7969  0.4961  -11.0899
C  -23.9076  2.0741  -10.7830
O  -23.2653  1.5247  -11.6835
H  -26.0674  1.8339  -8.5332
H  -26.9522  2.5509  -9.7772
H  -25.5871  3.3639  -9.1363
H  -25.7488  -0.2988  -10.3456
H  -26.8550  0.6358  -11.3110
H  -25.1932  0.0376  -11.8731
H  -23.6370  3.0093  -10.2690

## Properties
* net charge: 0
* structure (SMILES): CCOC(=O)C(F)(F)F.CCOC(=O)C(F)(F)F.CCOC(=O)C(F)(F)F.CCOC(=O)C(F)(F)F.ClC(Cl)Cl.CN(C)C=O
* HOMO energy: -9.404 eV